(1)
Density functional theory data (the ωB97M-V functional and the def2-TZVPD basis) for a 13-piece molecular cluster, C46H99BIN14O15 overall.

CARTESIAN COORDINATES (ANGSTROEM)
C 1.63 1.33 1.11
C 0.36 1.57 0.50
C -1.10 1.65 -0.31
C -1.31 0.20 -1.06
C -0.03 -0.66 -1.64
N -0.79 -1.87 -2.14
B -0.24 -3.15 -2.79
O -0.03 -3.32 -4.25
O 0.04 -4.28 -1.85
C -2.29 -1.84 -1.94
I -3.54 -3.53 -2.58
N -2.62 -0.54 -1.25
C -4.04 -0.20 -0.86
O -4.45 1.19 -1.12
C -5.60 1.45 -0.19
C -6.98 0.70 -0.65
C -7.25 -0.74 0.12
H 2.61 0.73 1.43
H -1.90 1.90 0.50
H -0.97 2.54 -1.10
H 1.12 -0.43 -1.66
H -0.26 -4.30 -4.41
H -0.55 -4.14 -1.02
H -4.75 -0.88 -1.54
H -4.27 -0.51 0.25
H -5.81 2.62 -0.30
H -5.30 1.28 0.94
H -7.10 0.59 -1.84
H -7.89 1.41 -0.32
H -6.40 -0.91 0.94
H -7.04 -1.58 -0.71
H -8.34 -0.85 0.55
C 5.09 -2.63 -4.35
O 4.72 -1.80 -3.54
N 4.44 -3.80 -4.66
C 4.95 -4.73 -5.64
C 3.20 -4.12 -3.97
H 6.02 -2.49 -4.93
H 4.21 -4.85 -6.44
H 5.13 -5.70 -5.16
H 5.89 -4.37 -6.08
H 2.48 -3.32 -4.17
H 3.39 -4.16 -2.90
H 2.80 -5.08 -4.32
C -0.60 1.33 4.12
O -1.76 1.71 4.20
N 0.37 1.51 5.08
C 1.73 1.03 4.91
C 0.02 2.19 6.31
H -0.22 0.81 3.22
H 1.96 0.32 5.70
H 2.41 1.88 4.97
H 1.85 0.54 3.94
H -0.79 1.64 6.81
H -0.33 3.19 6.07
H 0.89 2.25 6.98
C 8.12 -0.81 -6.89
O 8.09 -1.75 -6.11
N 7.98 0.52 -6.54
C 8.02 1.58 -7.52
C 7.78 0.86 -5.15
H 8.26 -0.96 -7.97
H 8.85 2.26 -7.27
H 7.08 2.13 -7.49
H 8.18 1.18 -8.53
H 8.63 0.50 -4.56
H 6.87 0.37 -4.78
H 7.68 1.95 -5.02
C -6.12 4.76 3.76
O -7.16 5.37 3.91
N -5.04 4.77 4.62
C -3.84 4.01 4.36
C -5.12 5.57 5.83
H -5.95 4.12 2.87
H -3.68 3.31 5.18
H -2.99 4.70 4.30
H -3.91 3.46 3.42
H -5.97 5.23 6.42
H -5.28 6.62 5.55
H -4.20 5.48 6.41
C -1.74 -1.32 8.23
O -1.31 -0.19 8.39
N -3.00 -1.64 7.77
C -3.45 -3.00 7.61
C -3.92 -0.56 7.43
H -1.13 -2.21 8.45
H -3.71 -3.17 6.56
H -4.33 -3.17 8.24
H -2.66 -3.71 7.90
H -3.47 0.06 6.65
H -4.08 0.06 8.32
H -4.87 -0.96 7.09
C -5.17 -1.48 10.55
O -5.88 -2.22 9.89
N -5.49 -0.94 11.78
C -4.58 -0.08 12.51
C -6.78 -1.25 12.36
H -4.16 -1.19 10.20
H -4.36 -0.54 13.48
H -5.06 0.89 12.66
H -3.65 0.06 11.96
H -6.87 -2.33 12.49
H -7.57 -0.91 11.68
H -6.90 -0.75 13.33
C 6.66 -7.59 -3.77
O 6.57 -7.72 -4.99
N 7.83 -7.61 -3.05
C 7.85 -7.45 -1.61
C 9.08 -7.79 -3.75
H 5.76 -7.44 -3.14
H 8.45 -6.57 -1.36
H 8.30 -8.34 -1.16
H 6.84 -7.31 -1.22
H 9.21 -6.99 -4.48
H 9.06 -8.75 -4.28
H 9.92 -7.79 -3.05
C 5.57 3.79 -2.28
O 6.15 4.77 -2.72
N 4.20 3.59 -2.31
C 3.59 2.39 -1.77
C 3.36 4.61 -2.89
H 6.12 2.95 -1.82
H 3.04 1.89 -2.57
H 2.90 2.68 -0.97
H 4.34 1.71 -1.36
H 3.65 4.76 -3.94
H 3.50 5.55 -2.35
H 2.31 4.31 -2.84
C -3.29 5.20 9.50
O -3.63 6.01 8.64
N -2.07 4.57 9.56
C -1.75 3.62 10.61
C -1.08 4.85 8.54
H -3.97 4.91 10.32
H -0.87 3.99 11.16
H -1.52 2.66 10.15
H -2.58 3.50 11.30
H -0.85 5.92 8.56
H -1.49 4.60 7.56
H -0.17 4.28 8.72
C -4.62 -4.80 -8.49
O -5.66 -4.18 -8.33
N -3.54 -4.78 -7.62
C -2.34 -5.54 -7.88
C -3.62 -3.98 -6.42
H -4.45 -5.44 -9.37
H -2.18 -6.25 -7.06
H -1.49 -4.85 -7.94
H -2.41 -6.10 -8.82
H -4.47 -4.33 -5.82
H -3.78 -2.94 -6.69
H -2.70 -4.07 -5.83
C -0.56 -5.62 -11.19
O -1.32 -5.87 -10.27
N -0.44 -4.40 -11.82
C 0.49 -4.18 -12.90
C -1.27 -3.30 -11.38
H 0.12 -6.39 -11.60
H 1.19 -3.39 -12.61
H -0.06 -3.88 -13.79
H 1.06 -5.09 -13.13
H -1.08 -3.10 -10.32
H -2.33 -3.58 -11.49
H -1.07 -2.40 -11.97
C 2.03 7.85 -0.65
O 2.22 6.95 -1.47
N 2.50 9.14 -0.77
C 2.24 10.15 0.24
C 3.29 9.50 -1.93
H 1.44 7.68 0.26
H 1.70 10.98 -0.23
H 3.19 10.51 0.64
H 1.64 9.74 1.05
H 2.69 9.33 -2.83
H 4.18 8.86 -1.97
H 3.59 10.55 -1.88

The value obtained for the orbital gap is 5.751 eV. As for the energy above the lowest of the compared OMol25 structures with the same formula, charge and spin: 246.3 kcal/mol. The value obtained for the HOMO energy is -0.37025 hartree. The total energy is -109642.814 eV. As for the net charge: +1. Its maximum force is 10.32 eV/A. The lowest unoccupied orbital energy comes out at -4.3246 eV.


(2)
Density functional theory data (the ωB97M-V functional and the def2-TZVPD basis) for C47H100F10N8NaO12S6 as an isolated structure.

CARTESIAN COORDINATES (ANGSTROEM)
Na 0.90 2.93 2.99
C 1.35 -3.86 3.92
C 0.23 -4.16 4.92
C -0.11 -2.88 5.71
N -1.32 -2.95 6.60
C -2.53 -3.62 5.91
C -3.07 -2.69 4.81
C -3.59 -1.36 5.40
C -2.42 -0.71 6.13
C -1.73 -1.60 7.14
C -1.06 -3.81 7.83
H 2.31 -3.59 4.37
H 1.02 -3.11 3.21
H 1.71 -4.74 3.38
H 0.65 -4.93 5.57
H -0.59 -4.65 4.41
H -0.36 -2.14 4.96
H 0.73 -2.62 6.34
H -2.22 -4.58 5.52
H -3.33 -3.70 6.65
H -2.36 -2.45 4.01
H -3.89 -3.15 4.27
H -3.91 -0.73 4.57
H -4.46 -1.62 6.00
H -1.74 -0.24 5.41
H -2.69 0.13 6.78
H -0.78 -1.15 7.45
H -2.34 -1.68 8.03
H -1.99 -3.90 8.37
H -0.24 -3.29 8.32
H -0.68 -4.78 7.50
C -3.74 0.10 -0.24
C -5.25 0.28 -0.02
C -6.01 -0.98 -0.44
N -7.54 -0.90 -0.32
C -8.04 -0.40 0.99
C -7.72 -1.35 2.16
C -8.33 -2.72 1.91
C -7.87 -3.30 0.61
C -8.05 -2.34 -0.54
C -8.09 -0.06 -1.44
H -3.18 0.93 0.19
H -3.53 0.19 -1.31
H -3.32 -0.84 0.10
H -5.67 1.15 -0.53
H -5.39 0.62 1.01
H -5.71 -1.77 0.24
H -5.82 -1.24 -1.48
H -7.75 0.62 1.27
H -9.13 -0.28 0.96
H -6.65 -1.40 2.36
H -8.07 -0.87 3.07
H -8.10 -3.40 2.73
H -9.42 -2.63 2.00
H -6.80 -3.51 0.72
H -8.28 -4.28 0.40
H -7.55 -2.70 -1.44
H -9.11 -2.18 -0.76
H -7.80 0.98 -1.31
H -9.17 -0.12 -1.32
H -7.80 -0.52 -2.38
C 2.91 -0.40 -4.84
C 2.52 -1.46 -3.82
C 3.71 -1.81 -2.90
N 3.47 -3.03 -2.03
C 4.65 -2.96 -1.06
C 4.53 -3.87 0.15
C 3.21 -3.69 0.92
C 2.05 -3.71 -0.09
C 2.20 -2.71 -1.21
C 3.31 -4.32 -2.77
H 2.00 -0.18 -5.40
H 3.64 -0.73 -5.58
H 3.19 0.54 -4.35
H 2.09 -2.26 -4.43
H 1.78 -1.01 -3.16
H 3.78 -0.93 -2.26
H 4.63 -1.92 -3.48
H 4.81 -1.95 -0.69
H 5.45 -3.36 -1.68
H 5.40 -3.76 0.80
H 4.55 -4.91 -0.18
H 3.22 -2.75 1.47
H 3.09 -4.55 1.57
H 1.12 -3.53 0.45
H 1.92 -4.72 -0.49
H 2.48 -1.76 -0.76
H 1.37 -2.73 -1.91
H 3.38 -5.11 -2.03
H 4.26 -4.48 -3.30
H 2.49 -4.23 -3.47
C -4.69 1.61 -9.74
C -3.33 2.11 -9.35
C -3.36 3.07 -8.16
N -1.98 3.50 -7.65
C -2.24 4.76 -6.81
C -1.06 5.12 -5.90
C -0.57 3.92 -5.11
C -0.17 2.81 -6.07
C -1.39 2.34 -6.86
C -1.09 3.89 -8.80
H -5.20 1.04 -8.96
H -4.62 0.97 -10.61
H -5.38 2.44 -9.94
H -2.85 2.61 -10.20
H -2.63 1.30 -9.14
H -3.80 2.60 -7.28
H -4.00 3.93 -8.35
H -3.14 4.56 -6.22
H -2.49 5.62 -7.44
H -1.42 5.80 -5.12
H -0.28 5.70 -6.39
H -1.29 3.56 -4.37
H 0.32 4.15 -4.54
H 0.30 2.02 -5.48
H 0.58 3.10 -6.81
H -2.13 1.99 -6.14
H -1.16 1.58 -7.60
H -0.67 3.00 -9.27
H -0.34 4.59 -8.46
H -1.71 4.35 -9.57
C 6.20 7.45 2.50
C 5.58 6.26 1.72
C 6.71 5.42 1.10
N 6.29 4.05 0.55
C 5.27 3.31 1.40
C 5.84 2.95 2.77
C 6.96 1.94 2.51
C 8.12 2.62 1.76
C 7.59 3.22 0.46
C 5.70 4.20 -0.82
H 6.61 7.06 3.43
H 5.45 8.22 2.67
H 6.98 7.93 1.92
H 5.03 6.68 0.87
H 4.87 5.70 2.32
H 7.50 5.14 1.79
H 7.19 5.98 0.30
H 4.39 3.93 1.51
H 5.01 2.42 0.82
H 6.19 3.90 3.18
H 5.14 2.47 3.44
H 7.19 1.44 3.45
H 6.58 1.16 1.86
H 8.60 3.36 2.40
H 8.85 1.84 1.53
H 8.28 3.88 -0.07
H 7.30 2.44 -0.25
H 4.78 4.75 -0.64
H 5.67 3.22 -1.28
H 6.40 4.83 -1.37
N -2.92 -5.48 0.44
S -2.98 -3.94 0.52
O -1.77 -3.18 0.41
O -4.09 -3.41 1.29
F -3.58 -3.73 -0.98
S -1.92 -5.57 1.83
O -2.56 -5.12 3.04
O -0.50 -5.45 1.65
F -1.99 -7.15 2.00
N 4.59 0.34 5.26
S 4.78 -0.47 3.97
O 4.66 0.22 2.71
O 4.32 -1.83 3.95
F 6.38 -0.73 4.13
S 2.96 0.53 5.18
O 2.25 -0.62 5.62
O 2.40 1.38 4.16
F 2.85 1.49 6.47
C 0.24 2.37 -1.58
F -0.68 1.42 -1.67
F 0.83 2.51 -2.77
F -0.31 3.49 -1.18
S 1.62 1.88 -0.31
O 2.46 0.90 -0.97
O 2.27 3.16 -0.03
N 0.73 1.50 1.09
S 0.72 -0.08 1.07
O 0.18 -0.73 -0.10
O 1.96 -0.68 1.54
C -0.60 -0.43 2.40
F -0.10 0.06 3.55
F -1.78 0.09 2.11
F -0.73 -1.73 2.52

The value obtained for the orbital gap is 8.200 eV. As for the energy above the lowest of the compared OMol25 structures with the same formula, charge and spin: 0.0 kcal/mol. The value obtained for the HOMO energy is -0.51148 hartree. The total energy is -183430.943 eV. As for the net charge: +3. Its maximum force is 6.96 eV/A. The lowest unoccupied orbital energy comes out at -5.7181 eV.